No. 1
{
  "formula": "C70H174ClN10O34",
  "method": "wB97M-V/def2-TZVPD",
  "multiplicity": 1,
  "lumo_ev": -4.76,
  "total_charge": 3,
  "homo_energy_ev": -12.8,
  "species": ["C", "O", "C", "C", "N", "H", "H", "C", "C", "O", "C", "H", "H", "H", "H", "H", "H", "H", "H", "H", "H", "H", "H", "H", "H", "C", "O", "C", "C", "N", "H", "H", "C", "C", "O", "C", "H", "H", "H", "H", "H", "H", "H", "H", "H", "H", "H", "H", "H", "H", "C", "O", "C", "C", "N", "H", "H", "C", "C", "O", "C", "H", "H", "H", "H", "H", "H", "H", "H", "H", "H", "H", "H", "H", "H", "C", "O", "C", "C", "N", "H", "H", "C", "C", "O", "C", "H", "H", "H", "H", "H", "H", "H", "H", "H", "H", "H", "H", "H", "H", "C", "O", "C", "C", "N", "H", "H", "C", "C", "O", "C", "H", "H", "H", "H", "H", "H", "H", "H", "H", "H", "H", "H", "H", "H", "C", "O", "C", "C", "N", "H", "H", "C", "C", "O", "C", "H", "H", "H", "H", "H", "H", "H", "H", "H", "H", "H", "H", "H", "H", "C", "O", "C", "C", "N", "H", "H", "C", "C", "O", "C", "H", "H", "H", "H", "H", "H", "H", "H", "H", "H", "H", "H", "H", "H", "C", "O", "C", "C", "N", "H", "H", "C", "C", "O", "C", "H", "H", "H", "H", "H", "H", "H", "H", "H", "H", "H", "H", "H", "H", "C", "O", "C", "C", "N", "H", "H", "C", "C", "O", "C", "H", "H", "H", "H", "H", "H", "H", "H", "H", "H", "H", "H", "H", "H", "C", "O", "C", "C", "N", "H", "H", "C", "C", "O", "C", "H", "H", "H", "H", "H", "H", "H", "H", "H", "H", "H", "H", "H", "H", "C", "C", "O", "O", "H", "H", "H", "C", "C", "O", "O", "H", "H", "H", "C", "C", "O", "O", "H", "H", "H", "C", "C", "O", "O", "H", "H", "H", "Cl", "O", "C", "O", "O", "H", "O", "C", "O", "O", "H"],
  "positions_angstrom": [[12.3565, -1.2858, 0.9891], [12.2055, -1.1175, -0.4099], [11.7284, 0.2166, -0.7087], [10.2247, 0.3598, -1.0538], [9.9046, -0.2889, -2.3466], [9.1630, -2.7973, 0.6611], [10.6186, 0.0564, -3.0615], [10.0020, -1.7886, -2.3312], [8.6949, -2.5007, -2.3848], [7.9556, -2.3119, -1.1604], [6.8069, -3.0937, -1.0986], [11.4066, -1.0740, 1.5028], [13.1919, -0.6392, 1.3124], [12.6458, -2.3139, 1.2244], [12.2576, 0.4765, -1.6037], [11.9638, 1.0679, -0.0085], [9.9227, 1.4095, -1.1848], [9.6269, 0.0709, -0.1769], [10.5389, -2.1033, -1.4253], [10.6151, -2.0820, -3.1680], [8.8581, -3.5811, -2.6303], [8.0840, -2.0688, -3.2182], [7.1742, -4.1314, -1.1218], [6.1557, -2.9021, -1.9114], [6.2618, -2.8525, -0.1577], [1.9181, 6.3833, 0.9281], [2.1135, 5.0300, 1.3455], [1.1762, 4.2319, 0.5986], [1.5653, 2.7659, 0.7052], [2.7909, 2.3023, 0.0471], [2.7345, 1.2671, -0.1605], [2.7639, 2.6387, -0.8979], [4.0798, 2.7659, 0.6566], [4.3080, 2.2022, 2.0325], [4.2377, 0.8271, 1.8772], [4.2377, 0.2603, 3.1765], [1.9214, 6.3226, -0.1952], [2.7397, 7.1139, 1.1961], [0.9419, 6.7327, 1.2523], [1.0842, 4.5342, -0.4568], [0.2289, 4.3324, 1.0685], [0.7477, 2.2332, 0.2667], [1.5842, 2.5131, 1.7088], [3.8822, 3.8387, 0.5721], [4.8088, 2.5408, -0.0842], [3.5419, 2.5814, 2.7714], [5.2442, 2.5668, 2.3880], [3.4876, 0.7720, 3.8710], [5.2777, 0.4089, 3.6063], [4.1009, -0.8151, 3.1773], [-6.0510, -2.1728, -5.0044], [-6.5132, -3.0785, -4.0146], [-5.8282, -4.2525, -3.7058], [-6.5173, -4.8363, -2.5671], [-6.5641, -3.9369, -1.3861], [-6.9850, -3.0017, -1.6276], [-7.2646, -4.3050, -0.7163], [-5.2936, -3.8186, -0.5518], [-5.2886, -4.9610, 0.3974], [-6.6141, -4.9513, 0.9863], [-7.0011, -6.0501, 1.9004], [-5.2548, -1.4614, -4.6077], [-6.9265, -1.6255, -5.3381], [-5.6231, -2.7131, -5.8765], [-4.7094, -3.9731, -3.6007], [-5.9368, -5.0310, -4.4528], [-6.2574, -5.8589, -2.3250], [-7.5670, -4.9556, -2.8937], [-5.2353, -2.8956, 0.0165], [-4.3402, -3.7066, -1.1293], [-4.5343, -4.8192, 1.0935], [-5.2148, -5.9385, -0.1452], [-6.0898, -6.3748, 2.4581], [-7.4479, -6.9351, 1.3993], [-7.7712, -5.6944, 2.5316], [-4.3382, 3.7030, 6.8486], [-3.3692, 4.1014, 5.8699], [-3.8447, 4.5040, 4.6446], [-2.7597, 5.4355, 4.1208], [-1.5851, 4.6653, 3.7979], [-1.4921, 3.9790, 4.5626], [-1.7917, 4.1264, 2.8682], [-0.3677, 5.4947, 3.5324], [0.4891, 5.6042, 4.7393], [-0.3299, 6.2115, 5.6769], [0.1692, 6.4942, 6.9223], [-4.6795, 4.4611, 7.5112], [-4.1176, 2.7564, 7.3646], [-5.2620, 3.5401, 6.2495], [-4.6723, 5.1980, 4.7853], [-4.0820, 3.6273, 4.0271], [-2.4859, 6.3191, 4.7063], [-3.2122, 5.7199, 3.1875], [-0.5801, 6.5280, 3.1649], [0.2283, 4.9352, 2.7470], [1.3113, 6.2676, 4.3541], [0.8961, 4.6592, 5.1224], [0.4714, 5.5536, 7.4445], [-0.6901, 6.9198, 7.4671], [0.9435, 7.3466, 6.9606], [-7.1618, 0.3059, 0.4971], [-8.3855, -0.0289, 1.1895], [-9.4220, 0.6819, 0.5184], [-10.7733, 0.2694, 1.1910], [-10.9669, -1.1880, 1.1120], [-11.1714, -1.5553, -0.3019], [-10.1224, -1.7302, 1.2936], [-12.0687, -1.6548, 1.9908], [-12.1352, -3.1199, 2.0014], [-10.9689, -3.6982, 2.5576], [-10.4396, -3.1441, 3.7597], [-6.3508, 0.0313, 1.1034], [-7.2073, 1.4056, 0.3674], [-7.2292, -0.1185, -0.5121], [-9.4725, 0.3538, -0.5412], [-9.2168, 1.7888, 0.4773], [-11.5885, 0.7847, 0.7192], [-10.6447, 0.6294, 2.3050], [-13.0150, -1.2128, 1.5732], [-12.0470, -1.3175, 3.0594], [-12.3180, -3.6028, 1.0303], [-13.0028, -3.4380, 2.6005], [-11.2211, -2.8201, 4.4541], [-9.6084, -2.3762, 3.7365], [-10.1355, -4.0114, 4.2949], [4.4266, -1.6488, -3.9969], [5.0225, -0.4108, -3.6207], [5.2889, -0.1521, -2.2685], [6.5892, 0.6205, -2.2596], [6.5051, 1.7102, -3.2828], [5.4797, 2.0664, -3.2832], [6.9340, 2.5413, -2.8105], [7.1504, 1.4918, -4.6330], [8.2407, 2.4762, -4.8457], [7.5777, 3.8338, -4.7037], [8.4467, 4.9193, -4.8898], [3.5072, -1.7815, -3.3921], [5.0837, -2.4699, -3.7293], [4.3216, -1.6208, -5.0881], [5.5799, -1.0862, -1.7600], [4.5350, 0.4531, -1.7738], [7.5571, 0.1252, -2.5157], [6.7229, 1.2002, -1.2997], [6.4212, 1.6186, -5.4087], [7.5676, 0.4689, -4.7806], [8.6515, 2.4348, -5.8957], [9.0464, 2.4281, -4.0637], [8.9711, 4.8876, -5.8546], [9.1520, 5.0170, -4.0001], [7.6874, 5.7203, -4.9339], [-0.5806, 9.4790, -4.5208], [-0.3100, 8.1761, -4.1791], [0.9631, 8.0634, -3.5528], [1.4019, 6.6589, -3.6868], [0.6652, 5.6519, -2.8158], [1.1988, 4.7265, -2.6944], [0.9385, 5.9527, -1.9028], [-0.8046, 5.5125, -2.8305], [-1.3929, 5.3027, -4.2070], [-0.9251, 4.0774, -4.7595], [-1.6979, 3.8104, -5.9013], [-0.7042, 9.9885, -3.5483], [-1.4560, 9.4590, -5.1439], [0.2413, 9.8646, -5.1509], [1.0308, 8.3916, -2.4595], [1.6886, 8.7072, -4.1496], [2.4529, 6.5740, -3.3694], [1.2698, 6.3367, -4.6873], [-1.2286, 6.3701, -2.4319], [-0.9675, 4.7204, -2.1006], [-1.1175, 6.2145, -4.8162], [-2.4713, 5.3590, -4.1234], [-1.3487, 2.8670, -6.2328], [-1.4235, 4.4851, -6.7363], [-2.7888, 3.8011, -5.6517], [-0.7438, -7.8329, -0.6167], [-0.3798, -6.5137, -0.9951], [-1.0687, -5.4517, -0.1955], [-0.8737, -4.1409, -0.9730], [-1.6605, -3.9900, -2.2218], [0.7037, -6.1937, -0.7051], [-1.6598, -4.9224, -2.6382], [-1.3176, -2.9012, -3.1083], [-0.4745, -3.2384, -4.2837], [-1.1246, -4.2029, -5.1244], [-2.3248, -3.6373, -5.7556], [-0.3095, -8.2459, 0.2996], [-0.3770, -8.4501, -1.4698], [-1.8580, -7.8305, -0.7078], [-0.6625, -5.3781, 0.7863], [-2.1812, -5.6901, -0.1549], [0.1757, -4.2635, -1.1729], [-1.0625, -3.2316, -0.3426], [-0.7971, -2.1015, -2.4619], [-2.1539, -2.4057, -3.5833], [0.5104, -3.6096, -4.0069], [-0.1917, -2.3245, -4.8119], [-2.1473, -2.7025, -6.3055], [-3.0297, -3.4113, -4.9734], [-2.6983, -4.4453, -6.4067], [2.3959, -1.5051, -0.2707], [1.6604, -0.4649, -1.0064], [0.3076, -0.2578, -0.6748], [-0.3060, 0.6396, -1.7368], [-1.6539, 1.0449, -1.3464], [-2.3392, -0.4826, -0.7205], [-1.4948, 1.6525, -0.5299], [-2.4969, 1.6756, -2.3073], [-3.0272, 0.7189, -3.3711], [-3.6537, -0.4453, -2.8963], [-4.9608, -0.4424, -2.2929], [3.4182, -1.3006, -0.5963], [2.1067, -2.5273, -0.6345], [2.2193, -1.3738, 0.8006], [0.1410, 0.1828, 0.3635], [-0.2272, -1.2291, -0.7409], [-0.3851, 0.0570, -2.6970], [0.3472, 1.4625, -1.9596], [-2.0526, 2.5328, -2.7312], [-3.3347, 1.9364, -1.7030], [-2.1474, 0.3306, -3.9948], [-3.6860, 1.2456, -4.0911], [-5.3367, -1.4857, -2.3647], [-5.6679, 0.2507, -2.8136], [-4.9095, -0.2519, -1.2171], [1.6918, -2.3529, 3.3735], [1.5501, -1.0119, 2.9962], [0.5752, -0.2540, 3.6979], [0.5313, -0.3067, 5.2345], [0.0445, -1.6153, 5.6500], [-0.9590, -1.6793, 5.6232], [3.8969, 0.6703, 7.9491], [0.4764, -2.1513, 6.9517], [-0.4337, -3.3417, 7.4051], [-1.7434, -2.7454, 7.4686], [-2.7590, -3.6302, 7.0335], [2.2646, -2.8710, 2.6143], [0.7218, -2.9220, 3.2680], [2.1451, -2.5465, 4.3727], [-0.4260, -0.6089, 3.3539], [0.6873, 0.7561, 3.3320], [-0.0652, 0.5578, 5.5437], [1.5765, 0.0285, 5.5833], [0.4032, -1.3551, 7.7085], [1.5569, -2.4146, 6.9155], [-0.1399, -3.7893, 8.3704], [-0.2885, -4.1253, 6.6519], [-3.5940, -2.9778, 6.7597], [-3.2002, -4.1807, 7.8496], [-2.5112, -4.2589, 6.1939], [2.2350, -7.3945, 1.5951], [2.2274, -5.7981, 1.1409], [2.6736, -4.8957, 1.8241], [1.6059, -5.6189, -0.0035], [2.5523, -8.1308, 0.8792], [1.2060, -7.5143, 1.9155], [2.6789, -7.5374, 2.5748], [-10.1193, -1.3679, -3.4178], [-10.1349, -1.6971, -2.0173], [-9.1110, -2.2255, -1.4963], [-11.2232, -1.5112, -1.4317], [-11.1009, -1.6564, -3.7837], [-9.3264, -1.8568, -4.0129], [-9.9859, -0.2945, -3.5396], [8.2720, -2.7475, 2.9251], [8.9591, -3.8923, 2.2289], [9.1589, -4.9301, 2.7627], [9.3535, -3.7268, 0.9245], [7.3094, -3.0608, 3.3417], [8.0046, -1.9023, 2.3052], [8.8812, -2.4351, 3.8212], [2.8826, 3.2896, -4.5198], [3.0981, 3.1788, -3.0295], [2.3373, 3.7812, -2.2297], [4.1096, 2.5206, -2.6110], [3.7765, 3.8676, -4.8925], [1.9525, 3.7895, -4.8245], [3.0739, 2.3689, -5.0985], [-2.3905, 3.6433, 1.1510], [-2.1825, -0.4274, 1.4385], [-2.5994, -1.5393, 0.8384], [-2.9263, -2.5831, 1.3541], [-2.7894, -1.3650, -0.4207], [-1.8254, -0.6378, 2.3432], [6.1840, -1.0699, 6.7297], [4.8820, -0.5550, 7.0219], [4.8865, 0.4628, 7.8755], [3.8770, -0.9027, 6.4986], [5.9992, -1.8560, 6.1718]]
}

=====

No. 2
{
  "formula": "C3H2O",
  "method": "wB97M-V/def2-TZVPD",
  "multiplicity": 1,
  "lumo_ev": [-1.22, -1.22],
  "homo_energy_ev": [-9.5, -9.5],
  "relative_energy_kj_mol": 365.73,
  "species": ["C", "C", "C", "O", "H", "H"],
  "positions_angstrom": [[1.3459, -0.9609, -0.0312], [0.1626, -0.8712, -0.1822], [-2.2029, 0.1441, -0.1213], [-3.0842, -0.6092, -0.0478], [2.3895, -1.1386, -0.0050], [-2.0482, 1.2080, -0.1967]]
}

=====

Number 1: F_max 4.69 eV Å⁻¹, total energy -172416.099 eV. Number 2: F_max 4.34 eV Å⁻¹, total energy -5184.401 eV.